DFT (the ωB97M-V functional and the def2-TZVPD basis) results for a 2-piece molecular cluster, C2H2N2O2 overall.

Values from the calculation:
**Spin multiplicity**: 1
**LUMO energy**: -0.756 eV

Each line ends with the natural charge from an NBO analysis.
Cartesian coordinates (Å):
C1 0.047147 0.851841 1.098147  0.22
C2 0.196680 -0.331149 0.242434  -0.36
N1 -0.123058 1.749126 1.821289  -0.25
N2 -0.168702 -0.086380 -1.201203  0.53
O1 0.188248 0.988405 -1.624936  -0.35
O2 -0.672558 -0.955498 -1.810819  -0.32
H1 1.142671 -0.828265 0.359822  0.27
H2 -0.610428 -1.388081 1.115266  0.25

Atomic forces in eV per Å
C -0.155 1.162 0.619
C -2.566 -2.200 3.902
N 0.361 -1.653 -1.331
N 1.116 1.119 1.332
O -0.017 0.270 0.091
O -1.085 -1.810 -1.004
H 0.482 0.160 -0.491
H 1.864 2.952 -3.117

DFT (the ωB97M-V functional and the def2-TZVPD basis) results for one molecule with the formula C2H2N2O2.

Values from the calculation:
**Spin multiplicity**: 1
**LUMO energy**: 0.544 eV

Each line ends with the natural charge from an NBO analysis.
Cartesian coordinates (Å):
C1 0.650841 -0.116003 -0.044109  0.65
C2 -1.176587 0.330573 0.199383  0.32
O1 -1.436848 -0.751654 -0.575808  -0.33
O2 1.870061 -0.534429 -0.156089  -0.62
N1 -0.489086 -0.905405 0.475609  -0.19
N2 0.061858 1.004722 -0.243844  -0.53
H1 2.447827 0.179290 -0.469133  0.51
H2 -1.928067 0.792906 0.813992  0.20

Atomic forces in eV per Å
C -1.571 0.926 0.130
C 0.908 0.317 0.389
O -1.257 -0.339 -1.927
O 0.609 -0.452 -0.054
N 1.146 -1.013 1.740
N 0.435 0.507 -0.385
H -0.159 0.020 0.021
H -0.111 0.033 0.087

DFT (the ωB97M-V functional and the def2-TZVPD basis) results for one molecule with the formula C2H2N2O2.

Values from the calculation:
**Spin multiplicity**: 1
**LUMO energy**: -0.688 eV
**SMILES string**: N#CC[N+](=O)[O-]

Each line ends with the natural charge from an NBO analysis.
Cartesian coordinates (Å):
N1 -2.345180 -0.948870 -0.126398  -0.28
C1 -1.409066 -0.323169 -0.052224  0.26
C2 -0.067183 0.585778 0.023541  -0.34
N2 1.098187 -0.334834 -0.016387  0.52
O1 1.118920 -1.021439 -1.040374  -0.36
O2 1.850801 -0.489129 0.906197  -0.32
H1 -0.084633 1.402256 -0.652740  0.27
H2 -0.161845 1.129406 0.958388  0.26

Atomic forces in eV per Å
N -1.983 -1.277 -0.042
C 4.944 3.329 -0.182
C -3.567 -1.411 1.959
N -0.148 -1.901 -1.921
O 0.118 0.927 0.655
O -0.148 0.935 0.537
H 0.326 -0.064 -1.567
H 0.458 -0.538 0.561

DFT (the ωB97M-V functional and the def2-TZVPD basis) results for one molecule with the formula C2H2N2O2S.

Values from the calculation:
**Spin multiplicity**: 1
**LUMO energy (spin up / spin down)**: -0.949 / -2.409 eV

Each line ends with the natural charge from an NBO analysis.
Cartesian coordinates (Å):
C1 0.198210 -0.139174 -1.230983  -0.05
C2 0.227822 -0.627810 0.206639  0.49
N1 -0.390534 0.943849 -1.355104  -0.48
N2 -0.226202 0.421381 0.897695  -0.06
O1 0.567073 -1.767746 0.563821  -0.54
O2 -0.300827 0.207424 2.222630  -0.41
S1 -0.791739 2.366903 -1.635680  0.38
H1 0.375027 -0.888662 -2.032311  0.21
H2 0.341169 -0.516165 2.363293  0.48

Atomic forces in eV per Å
C -0.318 -3.024 0.712
C 1.460 -2.377 -2.510
N 0.885 0.505 -1.462
N -1.393 1.260 3.430
O -0.500 1.934 0.286
O 0.951 -0.032 -0.908
S -0.906 1.549 -0.421
H 0.158 0.753 0.293
H -0.336 -0.568 0.579

F_max? In order: 5.2; 2.3; 6.0; 3.9 eV Å⁻¹.